# C7H8N3O3S2

An isolated ion of composition C7H8N3O3S2 and charge +1 (ωB97M-V/def2-TZVPD, OMol25).

Computed properties:
* largest force on an atom: 0.0976 hartree/bohr
* energy relative to the best compared isomer or geometry (same formula, charge and spin): 3.397 eV
* orbital gap (spin up / spin down): 7.52 / 7.52 eV
* SMILES: CSC(=S)/[N+](N)=C/c1ccc([N+](=O)[O-])o1

```
! RIJCOSX wB97M-V def2-TZVPD def2/J DEFGRID3
* xyz 1 1
C 4.01 0.88 -0.27
S 2.37 1.52 0.09
C 1.47 0.10 0.22
S 1.90 -1.45 0.09
N -0.16 0.42 0.36
N -0.47 1.62 0.76
C -0.93 -0.60 0.24
C -2.35 -0.73 0.20
C -3.10 -1.84 0.21
C -4.48 -1.49 0.11
C -4.42 -0.07 0.07
N -5.56 0.75 0.01
O -6.52 0.13 -0.39
O -5.46 1.91 0.26
O -3.15 0.41 0.15
H 3.86 -0.28 0.02
H 4.80 1.43 0.22
H 4.05 0.89 -1.33
H -1.40 1.90 0.78
H 0.29 2.34 0.67
H -0.34 -1.44 -0.13
H -2.66 -2.81 0.04
H -5.37 -2.00 0.14
*
```


# C8H32HfN18O14

C8H32HfN18O14 as an isolated structure (ωB97M-V/def2-TZVPD, OMol25).

Computed properties:
* largest force on an atom: 0.2292 hartree/bohr
* energy relative to the best compared isomer or geometry (same formula, charge and spin): 0.000 eV
* orbital gap: 2.97 eV

```
! RIJCOSX wB97M-V def2-TZVPD def2/J DEFGRID3
* xyz 2 1
Hf 34.53 32.58 10.49
N 35.05 32.47 14.05
O 36.06 32.93 14.58
O 34.24 31.83 14.73
O 34.91 32.74 12.83
N 32.61 29.83 11.92
O 33.18 30.84 11.34
O 32.10 28.99 11.18
O 32.60 29.69 13.13
C 32.28 29.20 17.31
O 33.09 29.83 18.01
N 31.64 28.13 17.72
N 32.26 29.54 15.97
H 31.70 27.90 18.69
H 31.10 27.62 17.04
H 32.93 30.20 15.63
H 31.54 29.15 15.39
C 39.47 33.83 13.32
O 39.45 32.70 12.82
N 38.66 34.18 14.35
N 40.31 34.79 12.86
H 38.04 33.48 14.73
H 38.84 35.04 14.83
H 40.98 34.36 12.24
H 40.47 35.55 13.50
C 36.53 35.41 11.27
O 35.92 34.34 11.05
N 37.06 36.19 10.31
N 36.83 35.84 12.51
H 37.19 35.78 9.40
H 37.59 37.02 10.50
H 36.61 35.28 13.32
H 36.98 36.83 12.62
C 31.83 33.76 12.47
O 32.73 33.45 11.62
N 31.74 33.20 13.67
N 30.76 34.51 12.13
H 32.61 32.78 14.01
H 30.99 33.52 14.25
H 30.08 34.63 12.85
H 30.70 35.03 11.27
C 36.79 30.01 11.73
O 36.12 31.07 11.47
N 38.13 30.03 11.82
N 36.27 28.79 11.88
H 38.65 29.24 12.14
H 38.63 30.87 11.56
H 36.86 28.02 12.14
H 35.28 28.72 12.04
C 36.16 28.80 15.74
O 37.22 28.26 15.36
N 34.99 28.24 15.43
N 36.13 29.93 16.43
H 34.04 28.55 15.60
H 35.13 27.42 14.85
H 37.01 30.29 16.76
H 35.34 30.54 16.53
C 35.29 36.84 15.72
O 34.90 37.13 14.59
N 35.51 37.81 16.65
N 35.68 35.60 16.10
H 35.33 37.59 17.61
H 35.72 38.75 16.36
H 35.86 34.85 15.46
H 36.17 35.54 16.98
C 35.78 32.82 18.74
O 36.24 32.53 19.84
N 34.47 33.14 18.56
N 36.49 32.80 17.57
H 33.94 32.93 19.39
H 34.16 32.84 17.65
H 37.44 32.49 17.69
H 36.05 33.18 16.76
*
```


# C3H6N2S2

One molecule with the formula C3H6N2S2 (ωB97M-V/def2-TZVPD, OMol25).

Computed properties:
* largest force on an atom: 0.0424 hartree/bohr
* energy relative to the best compared isomer or geometry (same formula, charge and spin): 2.189 eV
* orbital gap: 9.08 eV
* SMILES: C/C=N\S/C=N/S

```
! RIJCOSX wB97M-V def2-TZVPD def2/J DEFGRID3
* xyz 0 1
C -1.03 1.13 0.66
C -1.60 0.51 -0.55
N -1.60 -0.71 -0.98
S -0.93 -1.86 0.13
C 0.83 -1.54 0.15
N 1.36 -0.41 -0.21
S 3.06 -0.35 -0.17
H -1.61 1.96 0.98
H -0.94 0.42 1.51
H -0.02 1.40 0.28
H -2.01 1.18 -1.29
H 1.38 -2.49 0.41
H 3.11 0.76 -0.94
*
```


# C6H5Cl2O3P

One molecule with the formula C6H5Cl2O3P (ωB97M-V/def2-TZVPD, OMol25).

Computed properties:
* largest force on an atom: 0.0591 hartree/bohr
* orbital gap: 6.35 eV
* SMILES: OP(O)Oc1ccc(Cl)cc1Cl

```
! RIJCOSX wB97M-V def2-TZVPD def2/J DEFGRID3
* xyz 0 1
O 1.87 0.49 2.29
P 0.44 0.84 1.64
O 0.18 2.29 0.98
O -0.72 -0.29 1.52
C -1.12 -0.49 0.20
C -0.45 -1.47 -0.62
C -0.80 -1.66 -1.96
C -1.92 -0.96 -2.47
Cl -2.51 -1.03 -4.09
C -2.61 -0.06 -1.63
C -2.20 0.18 -0.33
Cl -2.98 1.46 0.62
H 2.22 1.21 2.83
H -0.77 2.39 0.78
H 0.37 -1.99 -0.15
H -0.25 -2.35 -2.61
H -3.47 0.50 -2.02
*
```


Question: What is the formula in the first record?
Answer: C7H8N3O3S2


Please write out number 3 again, unchanged.
# C3H6N2S2

One molecule with the formula C3H6N2S2 (ωB97M-V/def2-TZVPD, OMol25).

Computed properties:
* largest force on an atom: 0.0424 hartree/bohr
* energy relative to the best compared isomer or geometry (same formula, charge and spin): 2.189 eV
* orbital gap: 9.08 eV
* SMILES: C/C=N\S/C=N/S

```
! RIJCOSX wB97M-V def2-TZVPD def2/J DEFGRID3
* xyz 0 1
C -1.03 1.13 0.66
C -1.60 0.51 -0.55
N -1.60 -0.71 -0.98
S -0.93 -1.86 0.13
C 0.83 -1.54 0.15
N 1.36 -0.41 -0.21
S 3.06 -0.35 -0.17
H -1.61 1.96 0.98
H -0.94 0.42 1.51
H -0.02 1.40 0.28
H -2.01 1.18 -1.29
H 1.38 -2.49 0.41
H 3.11 0.76 -0.94
*
```


Question: Among the records above, which one has the highest largest force on an atom?
Answer: C8H32HfN18O14


Question: Look up the largest force on an atom of the third one.
Answer: 0.0424 hartree/bohr